[1]
{"formula": "C46H91ClFNO17PS7", "method": "ωB97M-V/def2-TZVPD", "e_homo_ha": -0.3997, "total_charge": 1, "e_tot_ha": -6829.310679, "max_force_ev_per_a": 6.4, "spin_multiplicity": 1, "species": ["H", "H", "H", "H", "H", "C", "H", "H", "C", "C", "H", "H", "H", "H", "H", "O", "H", "H", "C", "H", "H", "H", "H", "N", "C", "H", "H", "C", "C", "F", "S", "H", "H", "O", "S", "H", "C", "C", "C", "H", "H", "H", "C", "O", "C", "H", "C", "H", "H", "C", "C", "C", "C", "C", "O", "H", "C", "C", "C", "H", "H", "H", "H", "H", "H", "H", "H", "C", "O", "H", "H", "H", "S", "O", "O", "H", "C", "H", "H", "O", "C", "C", "H", "H", "H", "C", "H", "C", "H", "O", "S", "C", "H", "C", "H", "O", "C", "H", "H", "H", "H", "C", "H", "H", "P", "H", "H", "H", "H", "C", "H", "H", "H", "C", "O", "C", "H", "H", "C", "O", "S", "H", "H", "O", "H", "H", "C", "H", "H", "H", "H", "H", "O", "H", "C", "O", "H", "H", "H", "H", "H", "C", "H", "C", "S", "C", "O", "H", "H", "H", "C", "H", "C", "C", "H", "H", "H", "O", "C", "H", "Cl", "S", "C", "H", "C"], "positions_angstrom": [[-7.905, -10.490, -4.806], [-0.663, 3.786, 3.706], [-6.891, 0.855, -3.877], [-6.219, 5.054, -0.662], [1.688, 1.419, 6.845], [2.185, 1.539, 5.771], [-8.138, 1.030, -1.587], [2.951, 9.144, 4.675], [-4.207, 4.639, -1.381], [3.372, -6.811, -4.141], [-8.186, 2.565, -5.088], [-8.484, -8.168, -4.839], [5.410, 9.145, 4.655], [-3.070, 6.863, 0.532], [-7.590, -8.277, -6.386], [3.632, 6.912, 1.094], [3.231, -0.410, 1.263], [8.146, -2.470, 5.642], [3.448, 9.501, 3.764], [-2.489, -5.783, -3.823], [1.305, -1.342, -0.604], [2.688, -8.683, -1.380], [-6.892, -9.490, -2.802], [1.084, 1.961, 4.777], [-6.230, -9.698, -3.651], [-5.418, -2.747, -3.629], [-9.162, 1.186, -3.018], [-0.248, 3.676, 1.486], [7.652, 0.224, 7.604], [-2.412, 1.996, 3.447], [2.595, -5.556, -3.142], [0.788, 0.707, -1.241], [2.571, -6.339, -0.910], [2.787, 4.546, 6.034], [-6.298, -7.283, -4.646], [2.354, 3.294, 3.373], [-5.185, 5.324, -0.428], [-0.376, 1.475, 4.888], [-7.056, -9.812, -4.932], [8.130, -1.792, 8.294], [-3.125, 7.998, -0.853], [-5.463, 7.379, 0.259], [1.625, -0.725, -3.485], [3.625, -4.679, -2.625], [8.229, -1.176, 7.395], [3.768, 1.898, -1.959], [-4.006, -4.283, -4.278], [3.423, 10.595, 3.772], [-4.639, 4.516, -2.378], [-7.121, 1.792, -3.362], [-7.455, 2.903, -4.347], [1.936, -2.169, -1.144], [2.941, 0.232, -3.286], [-8.760, 3.067, -2.036], [4.319, 2.776, 7.375], [4.729, 6.876, 4.313], [1.326, 2.816, 3.695], [2.481, -8.055, -2.252], [-4.356, -2.993, -3.537], [1.665, -8.528, -2.812], [5.653, 7.143, 2.803], [6.601, -2.344, 6.537], [-8.256, 3.374, -1.116], [2.990, -3.261, 1.274], [-3.778, -2.159, -3.954], [1.664, 8.977, 2.600], [2.006, 3.411, -0.065], [1.734, 1.374, -1.072], [-9.396, 4.659, -4.051], [8.263, 0.818, 8.289], [-1.121, 2.919, -0.479], [-3.864, -2.306, -1.513], [-2.380, -4.048, -2.192], [-1.341, -3.039, -2.228], [2.385, 6.433, 3.253], [-4.723, -5.066, -4.003], [-7.523, -8.405, -5.303], [2.740, 4.887, 5.073], [-5.684, -10.621, -3.436], [1.430, -5.055, -3.845], [-0.960, 1.625, 3.328], [7.494, -1.804, 6.212], [-0.982, 2.014, 5.747], [2.693, 0.520, 5.479], [-4.856, -8.139, -2.947], [4.879, 8.967, 3.714], [0.667, 4.402, 1.359], [3.657, -1.364, 3.298], [-6.428, -10.216, -5.735], [7.746, -0.464, 3.945], [3.295, 7.239, 2.465], [-5.284, -8.527, -3.873], [-4.658, -3.911, -1.594], [2.066, -6.646, -1.830], [1.543, -0.954, -4.654], [-7.202, 5.035, -2.832], [3.706, -7.921, -3.156], [6.643, 0.148, 8.028], [2.331, 2.471, -3.037], [0.745, -2.780, -3.015], [5.433, 9.482, 2.921], [-3.959, -3.229, -2.088], [-4.060, -4.154, -5.363], [-1.223, 4.321, 1.389], [3.511, 2.945, 6.010], [4.883, -3.161, 0.846], [3.096, 9.434, 1.624], [-0.349, 1.491, 0.533], [3.851, -0.290, 3.775], [4.800, 7.474, 3.400], [-0.860, 0.682, 2.635], [6.924, 1.718, 6.172], [3.912, -1.023, -0.840], [-0.140, 3.000, 2.976], [-5.556, -6.692, -5.742], [3.840, -2.582, 0.821], [4.806, 1.895, 4.464], [2.641, -7.148, -4.882], [-3.448, 7.024, -0.482], [5.527, -0.395, 5.174], [6.973, -0.448, 5.171], [0.983, -6.566, -1.705], [4.579, -7.641, -2.556], [-1.661, 5.125, -0.853], [9.299, -1.098, 7.166], [0.593, -0.190, -3.217], [7.588, 0.854, 6.220], [3.935, -8.859, -3.670], [0.902, 3.532, -1.659], [-5.344, 7.193, -1.500], [2.526, -1.692, 3.408], [2.678, -2.752, -3.320], [-2.728, 6.222, -2.878], [-6.576, 3.313, -4.846], [2.698, 1.575, -2.380], [-6.915, -6.484, -3.608], [-1.836, -4.253, -4.485], [-3.880, 3.671, -0.994], [5.076, -0.701, 1.608], [-4.487, -8.793, -4.574], [4.251, -6.400, -4.640], [3.994, -1.196, 1.688], [-6.247, 2.073, -2.762], [3.537, -2.140, -0.760], [-2.798, 5.729, -1.519], [1.150, 2.890, -0.688], [4.665, 2.882, 4.680], [8.587, 1.126, 5.866], [4.162, -2.885, -1.426], [1.523, -3.210, -0.730], [-0.215, 2.616, 0.236], [-4.986, 5.001, 0.601], [-8.346, 1.658, -2.458], [2.753, 8.935, 2.535], [3.882, -0.410, -2.931], [2.271, 0.989, -0.106], [-9.843, 3.147, -1.911], [-2.361, -5.147, -1.247], [1.765, -2.221, -2.773], [4.387, -2.099, 3.855], [-0.157, -0.370, 5.121], [-8.232, 4.158, -3.348], [-2.601, -4.696, -3.842], [3.244, 0.619, -4.374], [-4.956, 6.831, -0.540]], "lowdin_charge": [0.12, 0.18, 0.12, 0.09, 0.15, -0.16, 0.12, 0.12, -0.22, -0.23, 0.11, 0.11, 0.12, 0.11, 0.11, -0.32, 0.08, 0.11, -0.22, 0.11, 0.10, 0.12, 0.12, -0.15, -0.22, 0.12, 0.12, -0.14, -0.22, -0.08, 0.68, 0.09, 0.11, -0.20, 0.66, 0.18, -0.22, -0.44, -0.22, 0.12, 0.11, 0.12, -0.21, -0.34, -0.21, 0.12, -0.22, 0.12, 0.09, -0.23, -0.23, -0.18, -0.21, -0.22, -0.36, 0.10, 0.16, -0.22, -0.22, 0.12, 0.11, 0.11, 0.10, 0.11, 0.12, 0.11, 0.11, -0.22, -0.31, 0.12, 0.10, 0.11, 0.67, -0.33, -0.36, 0.08, -0.22, 0.05, 0.12, -0.33, -0.16, -0.22, 0.18, 0.11, 0.11, -0.21, 0.12, -0.15, 0.12, -0.32, 0.67, -0.24, 0.11, -0.22, 0.11, -0.33, -0.22, 0.12, 0.11, 0.08, 0.12, -0.24, 0.12, 0.11, 0.74, 0.12, 0.12, 0.10, 0.03, -0.22, 0.17, 0.09, 0.09, -0.16, -0.33, -0.20, 0.07, 0.11, -0.23, -0.38, 0.68, 0.11, 0.12, -0.35, 0.12, 0.11, -0.23, 0.12, 0.13, 0.13, 0.07, 0.10, -0.30, 0.11, -0.20, -0.32, 0.11, 0.10, 0.13, 0.11, 0.11, -0.26, 0.11, -0.21, 0.68, -0.18, -0.23, 0.12, 0.10, 0.11, -0.18, 0.12, -0.22, -0.23, 0.11, 0.09, 0.11, -0.34, -0.22, 0.08, 0.62, 0.68, -0.21, 0.11, -0.21]}

[2]
{"formula": "C46H92BrF2N8O13PS", "method": "ωB97M-V/def2-TZVPD", "e_homo_ha": -0.3141, "e_tot_ha": -6736.562162, "max_force_ev_per_a": 7.8, "spin_multiplicity": 1, "species": ["H", "C", "C", "F", "H", "N", "C", "H", "C", "H", "H", "H", "H", "O", "H", "N", "C", "H", "O", "C", "O", "H", "H", "H", "H", "H", "H", "C", "H", "O", "H", "C", "H", "H", "H", "C", "H", "H", "H", "H", "C", "C", "H", "P", "H", "H", "H", "H", "C", "N", "H", "H", "H", "H", "O", "H", "H", "H", "H", "C", "C", "C", "H", "H", "H", "H", "H", "O", "C", "H", "H", "C", "H", "C", "H", "H", "H", "H", "O", "H", "C", "H", "H", "H", "C", "H", "H", "H", "H", "H", "C", "C", "H", "C", "C", "C", "C", "O", "H", "C", "H", "C", "C", "C", "N", "C", "C", "O", "H", "O", "H", "H", "H", "O", "H", "C", "H", "H", "H", "C", "Br", "H", "C", "C", "O", "C", "C", "H", "H", "C", "C", "C", "H", "H", "H", "H", "N", "H", "H", "H", "C", "F", "H", "N", "C", "C", "H", "H", "H", "H", "H", "H", "H", "H", "H", "H", "N", "O", "C", "S", "H", "N", "H", "C"], "positions_angstrom": [[4.401, -0.705, 1.889], [-7.255, -13.943, -2.446], [6.401, 5.195, -0.555], [7.211, 5.962, 2.516], [11.720, 7.278, -3.749], [-5.333, -6.617, -1.371], [5.269, 1.180, -1.076], [-5.015, -2.012, 0.197], [-4.745, 1.039, 1.336], [2.071, -1.835, 1.177], [-3.550, -5.233, -3.205], [5.767, 4.290, -1.006], [-7.063, -6.598, -2.601], [-7.163, -9.799, -5.147], [-1.045, 3.109, 4.847], [3.234, 6.044, 1.419], [0.159, 5.943, 1.715], [5.227, 0.820, -0.047], [3.942, -1.834, 0.206], [2.081, -0.411, -0.490], [-5.214, -5.859, -4.280], [2.151, -2.559, -0.434], [13.442, 6.117, -4.035], [-3.893, 0.755, 1.959], [-7.993, -5.542, -0.957], [12.022, 10.120, -4.422], [5.547, -1.984, 1.464], [5.719, 5.880, 2.689], [-2.749, 4.151, 6.835], [-5.042, 1.156, 4.855], [-6.204, -0.283, 5.865], [7.410, 5.771, -1.740], [-6.192, -14.199, -2.497], [8.773, 8.656, -1.912], [-0.838, 5.315, 1.748], [12.286, 9.239, -3.827], [0.333, 2.584, 7.066], [10.389, 9.266, -1.657], [4.886, 0.421, -1.765], [-9.669, -14.049, -2.783], [-6.150, -7.181, -2.451], [-5.383, -7.193, -3.782], [-0.098, 7.071, 1.537], [0.667, 4.725, 7.656], [6.322, 1.356, -1.311], [-7.108, -1.639, 1.436], [-1.466, 5.693, 5.981], [-7.700, -5.232, 0.736], [0.442, 5.417, 4.572], [-9.341, -11.470, -3.605], [3.057, 1.569, -2.343], [-5.987, -7.726, -4.524], [-6.853, -11.794, -5.726], [8.323, 6.277, -1.176], [-0.171, 5.942, 8.241], [-5.147, -2.200, 4.550], [-7.339, -12.920, -2.071], [13.863, 8.515, -5.168], [9.584, 9.255, -4.095], [1.115, 5.698, 3.066], [-3.866, -5.413, -4.235], [4.484, -1.728, 1.515], [2.593, -0.348, -1.454], [1.224, 2.161, -0.647], [-5.920, 2.997, 4.701], [3.360, 0.662, 0.688], [-6.434, -8.205, -2.189], [4.576, 2.415, -1.186], [4.735, 6.091, 1.413], [-6.646, -2.562, -1.993], [7.830, 4.933, -2.441], [-5.258, -0.183, 5.318], [-6.933, 1.653, 4.153], [11.469, 6.986, -1.128], [1.002, -0.437, -0.673], [6.839, 6.630, -2.295], [-3.336, 2.596, 5.948], [-7.190, -4.164, -2.523], [10.097, 7.212, -1.420], [-9.589, -14.774, -4.394], [-6.165, -1.765, 1.983], [-5.573, 1.391, 1.952], [-3.195, -6.132, -4.713], [-4.030, -1.431, 1.517], [3.711, 5.499, 4.122], [-6.460, -0.056, 3.034], [-7.746, -14.636, -1.756], [-5.360, -5.977, 0.593], [-4.054, 4.363, 5.489], [-4.908, -5.747, -1.693], [3.046, 5.183, 5.619], [-5.172, -1.180, 4.152], [12.016, 7.913, -0.936], [-1.190, 5.408, 4.855], [-6.504, -3.638, -1.853], [-3.089, 3.751, 5.769], [-9.473, -10.182, -4.292], [-6.737, -3.942, -0.485], [15.030, 6.648, -4.671], [10.003, 8.353, -3.634], [11.528, 6.362, -0.232], [-6.210, 1.962, 4.911], [-8.543, -9.920, -5.495], [1.413, 5.120, 5.902], [4.027, 4.968, 6.791], [-6.471, -11.035, -5.037], [-5.016, -1.327, 1.052], [-5.183, -0.021, 0.497], [0.727, 5.581, 0.730], [-0.339, 3.286, 7.387], [-10.515, -10.054, -4.607], [9.403, 7.509, -3.995], [-8.682, -10.645, -6.303], [-7.798, -14.049, -3.754], [7.097, 4.740, 0.268], [-9.658, -12.626, -4.450], [-5.468, -3.860, -2.112], [-8.379, -11.553, -3.273], [-6.513, -11.394, -4.008], [-9.227, -13.941, -3.782], [6.464, 8.185, 0.170], [-4.441, 1.874, 0.699], [-6.089, -6.325, -0.149], [2.769, 5.748, 2.818], [14.200, 7.858, -3.193], [13.741, 8.844, -4.128], [5.463, 6.440, -0.047], [2.913, 3.265, -1.954], [-6.669, 1.926, 5.904], [3.196, 2.295, -1.534], [2.512, -1.727, 0.179], [-7.209, -5.268, -0.243], [1.684, 3.270, 9.047], [-6.509, -7.260, 0.240], [-2.391, 3.800, 3.575], [14.374, 9.726, -3.985], [2.399, 0.744, 0.356], [11.934, 6.425, -1.939], [-8.827, -8.949, -5.915], [-10.738, -12.652, -4.634], [2.266, 2.033, -0.331], [-1.928, 6.439, 4.033], [2.463, 2.808, 0.421], [-6.320, -1.043, 3.250], [4.514, 6.196, 7.225], [9.829, 8.437, -2.104], [14.899, 5.943, -3.047], [-9.276, -9.407, -3.540], [3.994, -2.421, 2.205], [12.229, 9.508, -2.769], [-9.146, -12.563, -5.415], [-4.427, -7.724, -3.692], [-4.446, -0.403, 6.020], [4.623, 6.595, -0.850], [-5.417, -10.858, -5.272], [-6.068, -2.837, 2.195], [5.213, 5.558, 4.065], [1.859, 4.252, 8.831], [-1.877, 3.906, 4.627], [5.028, 7.650, 7.956], [-3.803, -4.465, -4.779], [11.361, 8.147, -4.148], [-4.231, -0.992, 3.626], [14.397, 6.581, -3.781]], "lowdin_charge": [0.07, -0.12, -0.25, -0.07, 0.07, -0.06, -0.09, 0.10, -0.10, 0.12, 0.07, 0.11, 0.10, -0.20, 0.10, 0.11, -0.10, 0.07, -0.20, -0.21, -0.20, 0.12, 0.07, 0.09, 0.11, 0.12, 0.09, -0.06, 0.08, -0.23, 0.12, -0.16, 0.09, 0.09, 0.08, -0.21, 0.10, 0.11, 0.09, 0.12, -0.20, -0.20, 0.09, 0.73, 0.09, 0.12, 0.13, 0.12, -0.01, -0.06, 0.11, 0.10, 0.09, 0.06, -0.36, 0.12, 0.07, 0.12, 0.12, -0.04, -0.12, -0.12, 0.10, 0.12, 0.08, 0.07, 0.12, -0.22, -0.13, 0.09, 0.09, -0.20, 0.08, -0.08, 0.12, 0.07, 0.08, 0.09, -0.24, 0.12, -0.19, 0.07, 0.09, 0.11, -0.08, 0.07, 0.09, 0.12, 0.08, 0.07, -0.12, -0.21, 0.09, -0.21, -0.09, -0.13, -0.19, -0.20, 0.09, -0.19, 0.09, -0.11, -0.21, -0.09, 0.01, -0.09, -0.21, -0.18, 0.07, -0.25, 0.12, 0.12, 0.11, -0.20, 0.11, -0.21, 0.07, 0.07, 0.07, -0.20, 0.66, 0.09, -0.20, -0.09, -0.20, -0.20, -0.58, 0.12, 0.09, -0.21, -0.20, -0.21, 0.10, 0.12, 0.12, 0.12, -0.06, 0.07, 0.12, 0.12, -0.19, -0.12, 0.11, -0.06, -0.56, -0.21, 0.09, 0.11, 0.09, 0.10, 0.10, 0.12, 0.12, 0.11, 0.09, 0.11, 0.12, -0.22, -0.16, 0.65, 0.09, -0.06, 0.10, -0.12]}